[1]
{
  "formula": "C11H11NO",
  "method": "the ωB97M-V functional and the def2-TZVPD basis",
  "species": ["C", "C", "C", "C", "C", "C", "C", "C", "C", "C", "C", "N", "O", "H", "H", "H", "H", "H", "H", "H", "H", "H", "H", "H"],
  "xyz": [[3.8186, -0.4497, -0.0026], [3.2430, 0.3440, 0.9824], [3.0884, -0.8370, -1.0949], [1.8614, 0.6163, 0.8816], [1.6810, -0.4817, -1.1431], [1.0872, 0.2569, -0.1769], [-2.5087, -0.4694, -0.2629], [-1.1885, 1.8340, 0.1413], [-1.5034, 0.3700, 0.6850], [-0.3475, 0.5755, -0.1977], [-3.8487, -1.0027, 0.2612], [-2.1133, -0.6074, -1.4507], [-0.9793, -0.1051, -1.7613], [4.7574, -0.8119, 0.1328], [3.7979, 0.6232, 1.8210], [3.4178, -1.5291, -1.9083], [1.4627, 1.1277, 1.7076], [1.0716, -0.7350, -1.9476], [-1.8227, 2.1548, -0.6721], [-0.8125, 2.5493, 0.9293], [-1.7005, 0.0105, 1.7139], [-3.5820, -1.8242, 1.0756], [-4.5260, -1.3488, -0.6197], [-4.3542, -0.2603, 0.9061]],
  "forces_ev_per_angstrom": [[-1.819, 0.737, -0.225], [-2.320, -0.893, -1.688], [-2.971, -0.470, -0.954], [2.618, 0.584, 1.400], [2.994, -0.516, -0.596], [-0.508, 0.084, 0.523], [-0.554, 1.074, 1.571], [0.761, -2.204, 1.239], [-1.710, -0.773, -2.150], [-1.455, 0.130, -1.699], [0.687, -1.197, 0.559], [-2.099, -0.998, 0.096], [2.749, 2.109, 2.474], [2.831, -0.750, 0.214], [0.640, 0.490, 1.220], [0.117, 0.841, 0.956], [-0.780, 0.794, 0.911], [-0.539, -0.757, -1.386], [-0.015, 0.374, 0.166], [-0.331, -0.795, -1.268], [1.090, 0.683, -0.494], [-0.772, 1.082, -2.011], [1.288, 0.380, 1.867], [0.098, -0.010, -0.725]],
  "mulliken_charge": [-0.30, -0.90, -0.79, -0.29, -0.01, -0.04, 0.66, -0.67, -0.26, 0.60, -1.09, -0.48, -0.33, 0.48, 0.44, 0.31, 0.36, 0.61, 0.24, 0.25, 0.35, 0.24, 0.30, 0.31],
  "orbital_gap_ev": 9.70,
  "molar_mass_g_mol": 173.21,
  "de_lowest_kj_mol": 453.88,
  "multiplicity": 1,
  "e_homo_ev": -8.86,
  "total_charge": 0,
  "lumo_energy_ev": 0.8363
}



[2]
{
  "formula": "C27H22BrN6Rh",
  "method": "the ωB97M-V functional and the def2-TZVPD basis",
  "species": ["Rh", "C", "C", "N", "C", "C", "C", "C", "C", "C", "C", "N", "C", "C", "C", "C", "C", "C", "C", "C", "N", "C", "H", "H", "H", "H", "H", "H", "H", "H", "H", "H", "H", "H", "C", "N", "C", "C", "N", "C", "H", "H", "H", "H", "H", "H", "Br", "C", "C", "C", "C", "N", "C", "H", "H", "H", "H"],
  "xyz": [[-0.4071, -0.5095, 0.3509], [-0.8587, -2.7111, 4.1255], [-0.4422, -2.3802, 2.8272], [-0.7583, -1.2404, 2.2456], [-1.5247, -0.3449, 2.9349], [-2.0321, -0.6203, 4.2097], [-1.6591, -1.8424, 4.8129], [-2.9193, 0.3154, 4.7970], [-3.2979, 1.4406, 4.1137], [-2.7664, 1.7290, 2.8464], [-1.8338, 0.8822, 2.2800], [-1.1980, 1.0117, 1.0394], [-1.1132, 2.1816, 0.2887], [-1.3717, 3.4800, 0.6960], [-1.3249, 4.5219, -0.2370], [-1.0467, 4.2701, -1.5584], [-0.6944, 2.9708, -1.9891], [-0.3822, 2.6339, -3.3308], [0.0562, 1.3749, -3.6078], [0.1900, 0.4330, -2.5628], [-0.2584, 0.6724, -1.3432], [-0.6626, 1.9422, -1.0406], [-0.5570, -3.6570, 4.5509], [0.1516, -3.0715, 2.2441], [-2.0202, -2.0829, 5.8048], [-3.3251, 0.1090, 5.7793], [-4.0205, 2.1189, 4.5449], [-3.1309, 2.5945, 2.3159], [-1.5603, 3.7108, 1.7328], [-1.5127, 5.5341, 0.0919], [-1.0643, 5.0763, -2.2810], [-0.4988, 3.3740, -4.1125], [0.3525, 1.0828, -4.6054], [0.2594, -0.6156, -2.8285], [2.7968, -4.9826, -0.4628], [1.6249, -4.1106, -0.5330], [0.3679, -4.4794, -0.9418], [-0.4150, -3.3740, -0.8296], [0.3594, -2.3316, -0.3628], [1.5811, -2.8135, -0.1936], [2.5628, -5.9164, -0.9647], [3.0548, -5.1873, 0.5736], [3.6412, -4.5173, -0.9651], [0.1449, -5.4785, -1.2730], [-1.4619, -3.2591, -1.0502], [2.4321, -2.2481, 0.1512], [4.6607, -3.1083, -4.4357], [3.9939, -1.5652, -3.5996], [3.9150, -0.3575, -4.2713], [3.3678, 0.7174, -3.5916], [2.9223, 0.5449, -2.2858], [3.0859, -0.5964, -1.6108], [3.5859, -1.6308, -2.2735], [4.2744, -0.2624, -5.2868], [3.2491, 1.6745, -4.0829], [2.7532, 1.4232, -1.6691], [3.7105, -2.5618, -1.7316]],
  "forces_ev_per_angstrom": [[0.195, -0.062, -0.034], [0.004, -0.017, 0.000], [-0.011, -0.019, -0.006], [-0.078, 0.087, 0.011], [-0.007, -0.011, -0.027], [0.019, 0.011, -0.022], [-0.015, 0.002, 0.007], [0.003, -0.015, 0.008], [-0.001, 0.024, -0.007], [0.026, 0.022, 0.026], [-0.034, -0.081, -0.046], [0.087, 0.108, 0.208], [-0.059, -0.008, -0.096], [0.065, -0.071, 0.017], [0.048, 0.033, -0.035], [-0.032, 0.029, -0.003], [-0.048, -0.037, -0.049], [0.154, 0.077, 0.107], [0.526, 0.079, 0.116], [-2.185, -0.399, -0.422], [0.309, 0.108, 0.044], [-0.017, 0.041, 0.035], [-0.003, 0.001, -0.002], [0.008, 0.002, -0.010], [0.005, 0.002, 0.001], [0.000, 0.002, -0.002], [0.002, -0.001, 0.000], [-0.006, -0.002, -0.009], [-0.030, 0.005, -0.001], [-0.043, -0.008, -0.001], [0.021, -0.001, 0.003], [0.035, 0.012, 0.008], [-0.118, -0.025, -0.011], [0.879, 0.008, 0.194], [-0.016, -0.004, 0.022], [-0.013, 0.014, 0.011], [-0.019, 0.006, -0.007], [0.001, -0.041, 0.009], [-0.040, 0.024, 0.024], [0.004, -0.045, 0.068], [0.003, 0.002, -0.009], [-0.003, -0.001, 0.001], [0.001, -0.031, -0.003], [0.003, 0.008, -0.015], [0.002, 0.001, -0.007], [-0.049, 0.005, -0.011], [0.047, -0.017, 0.004], [0.032, 0.007, 0.056], [-0.152, -0.064, -0.048], [-0.406, -0.051, -0.096], [1.747, 0.303, 0.390], [-0.275, -0.007, -0.136], [-0.011, -0.052, -0.138], [-0.020, -0.008, -0.005], [0.153, 0.040, 0.059], [-0.686, -0.049, -0.124], [-0.004, 0.065, -0.049]],
  "mulliken_charge": [1.37, -1.00, 0.14, -0.31, 0.83, 1.02, -0.54, -0.75, -1.14, -0.55, -0.41, -0.21, -0.32, -0.56, -1.12, -0.74, 0.99, -0.78, -0.80, -0.39, -0.14, 0.79, 0.42, 0.28, 0.47, 0.43, 0.42, 0.82, 0.85, 0.42, 0.45, 0.48, 0.55, 0.50, -0.73, 0.17, -0.11, -0.99, 0.17, -0.64, 0.32, 0.32, 0.30, 0.50, 0.48, 0.64, -0.14, -0.13, -0.35, -0.49, -0.48, -0.25, 0.40, 0.47, 0.52, 0.46, 0.09],
  "orbital_gap_ev": [5.33, 5.34],
  "molar_mass_g_mol": 613.33,
  "de_lowest_kj_mol": 108.79,
  "multiplicity": 1,
  "e_homo_ev": [-13.82, -13.82],
  "total_charge": 2,
  "lumo_energy_ev": [-8.4904, -8.4778]
}



[3]
{
  "formula": "C31H31ClInN3O7P",
  "method": "the ωB97M-V functional and the def2-TZVPD basis",
  "species": ["In", "O", "C", "C", "N", "C", "C", "O", "O", "C", "C", "O", "O", "H", "H", "H", "H", "H", "H", "H", "H", "H", "Cl", "C", "C", "C", "C", "C", "C", "P", "C", "C", "C", "C", "C", "C", "C", "C", "C", "C", "C", "C", "H", "H", "H", "H", "H", "H", "H", "H", "H", "H", "H", "H", "H", "H", "O", "C", "N", "C", "O", "C", "C", "C", "C", "N", "C", "H", "H", "H", "H", "H", "H", "H", "H"],
  "xyz": [[0.7193, 1.4001, 0.2751], [3.3030, 1.6928, 0.8480], [3.5587, 3.0682, 1.0930], [2.7399, 3.9002, 0.0840], [1.3042, 3.6168, 0.1987], [0.7832, 4.1065, 1.4958], [0.7473, 3.0662, 2.6152], [0.7836, 3.4978, 3.7438], [0.6451, 1.8179, 2.2870], [0.6049, 4.0578, -1.0198], [0.6734, 3.0182, -2.1069], [0.3530, 3.3204, -3.2234], [1.0990, 1.8120, -1.7768], [3.8733, 1.3525, 0.1601], [3.1742, 3.2422, 2.1331], [4.5955, 3.3116, 1.1137], [2.8996, 4.9701, 0.1919], [3.0744, 3.6738, -0.8976], [1.3780, 5.0123, 1.7935], [-0.2679, 4.3706, 1.3524], [-0.4053, 4.2951, -0.8173], [1.0919, 4.9791, -1.3799], [-2.5822, 3.3602, 1.2478], [-3.8248, 2.2741, 0.7353], [-5.1200, 2.7136, 0.9794], [-6.1546, 1.8828, 0.5307], [-5.8361, 0.6760, -0.0668], [-4.5240, 0.2897, -0.2733], [-3.4369, 1.0764, 0.1302], [-1.7731, 0.3490, 0.0450], [-1.8766, -0.6655, -1.4299], [-2.4593, -1.9308, -1.4278], [-2.5323, -2.6551, -2.6269], [-2.1305, -2.1080, -3.8165], [-1.5194, -0.8451, -3.8173], [-1.3852, -0.1057, -2.6397], [-1.6753, -0.7109, 1.5044], [-0.8969, -1.8612, 1.5861], [-0.7032, -2.5160, 2.7881], [-1.2328, -2.0276, 3.9795], [-2.0083, -0.8813, 3.9202], [-2.2582, -0.2682, 2.7029], [-5.3586, 3.6543, 1.4244], [-7.1940, 2.2146, 0.6684], [-6.6165, -0.0118, -0.3758], [-4.3208, -0.6931, -0.7148], [-2.8001, -2.3557, -0.4987], [-2.9213, -3.6586, -2.6393], [-2.1780, -2.6573, -4.7736], [-1.1943, -0.3958, -4.7416], [-0.9362, 0.8535, -2.6232], [-0.3731, -2.2903, 0.7296], [-0.0996, -3.4027, 2.7499], [-1.0217, -2.4571, 4.9371], [-2.4083, -0.4220, 4.8132], [-2.8984, 0.6179, 2.6913], [4.3770, -5.4508, -0.9435], [4.4710, -4.4142, -1.9287], [3.1803, -4.2071, -2.5549], [2.1520, -3.4654, -2.0932], [1.1189, -3.3741, -2.7174], [2.3402, -2.6654, -0.8107], [2.9463, -3.0800, 0.3311], [2.9137, -2.2094, 1.4054], [2.2536, -1.0111, 1.3606], [1.6735, -0.5848, 0.2227], [1.6892, -1.4263, -0.8329], [5.2046, -5.9405, -1.0109], [5.1907, -4.6635, -2.7001], [4.7404, -3.4587, -1.4988], [2.9533, -4.7496, -3.3873], [3.4538, -4.0016, 0.4789], [3.4872, -2.4507, 2.3321], [2.1920, -0.3547, 2.2318], [1.1846, -1.1162, -1.7463]],
  "forces_ev_per_angstrom": [[0.063, -0.014, -0.790], [-0.203, -0.349, 0.191], [-2.012, 0.579, 0.886], [0.458, -0.256, 1.017], [-0.388, -0.287, 0.559], [0.288, 0.974, -0.632], [0.405, 0.973, 0.702], [-0.085, -0.301, 0.059], [-0.084, -0.649, -0.192], [1.618, 0.763, 0.357], [0.406, -0.953, -0.565], [-0.259, 0.287, -0.539], [-0.313, 0.119, 0.665], [0.291, -0.007, -0.354], [0.412, -0.048, -0.868], [0.836, 0.131, -0.306], [0.082, 0.265, 0.339], [0.183, -0.478, -1.046], [-0.799, -0.836, 0.091], [0.230, 0.311, 0.012], [-1.183, 0.152, 0.307], [-0.341, -0.238, -0.145], [0.589, 0.337, 0.280], [0.647, 0.624, 0.298], [-0.485, -1.508, -1.175], [0.034, 0.622, 0.424], [-0.339, -0.349, -0.236], [0.478, -0.706, -0.022], [-1.481, 0.226, 0.352], [0.247, 0.214, -0.043], [0.428, 0.034, -0.827], [0.574, -0.126, -0.705], [-0.445, -0.145, 0.734], [1.044, 0.676, -0.870], [-0.375, 0.370, 0.407], [-0.922, -1.736, 0.394], [-0.394, -0.164, 0.927], [0.392, -0.243, -0.512], [-0.077, 0.034, 0.319], [0.038, 0.453, -0.600], [-0.091, 0.110, -0.194], [-0.174, 0.633, -0.385], [0.272, 0.416, 0.262], [0.534, -0.355, -0.087], [0.009, 0.179, -0.018], [-0.287, 0.547, 0.113], [-0.088, -0.218, 0.116], [-0.194, -0.170, 0.209], [-0.134, 0.246, 0.766], [0.136, -0.036, -0.147], [0.429, 0.745, -0.229], [-0.387, 0.239, -0.032], [0.170, -0.315, 0.266], [0.102, -0.421, 0.224], [-0.066, -0.142, 0.067], [0.238, -0.232, 0.025], [0.543, 0.503, -0.601], [-1.205, -0.093, -0.084], [0.821, -0.733, -0.255], [0.203, 0.288, 0.106], [-0.456, 0.139, 0.095], [-1.235, 0.274, -1.590], [0.305, 0.662, 1.120], [1.000, -0.219, 1.819], [0.061, 0.452, 0.061], [-0.122, -0.987, -0.345], [0.165, 0.475, 0.148], [-0.131, -0.219, 0.276], [0.072, -0.099, -0.094], [0.350, 0.113, 0.386], [0.041, 0.190, 0.386], [0.251, -0.753, -0.354], [-0.800, 0.083, -0.798], [0.056, -0.127, -0.334], [0.056, 0.073, 0.201]],
  "mulliken_charge": [2.13, -0.34, -0.88, -0.74, 0.12, -0.45, 0.42, -0.68, -0.76, -0.72, 0.72, -0.68, -0.70, 0.30, 0.25, 0.57, 0.48, 0.47, 0.26, 0.33, 0.30, 0.37, -0.23, 1.40, -0.85, -0.42, -0.94, -0.60, -0.23, 0.98, 0.60, -0.38, -0.78, -0.65, -0.40, -1.24, 0.47, -0.08, -0.81, -0.76, -0.68, -0.74, 0.52, 0.37, 0.42, 0.38, 0.54, 0.45, 0.38, 0.47, 0.64, 0.60, 0.50, 0.43, 0.45, 0.27, -0.55, -0.57, -0.16, -0.12, -0.61, -0.13, 0.24, -1.23, -0.18, 0.09, -0.29, 0.34, 0.39, 0.41, 0.31, 0.69, 0.41, 0.53, 0.57],
  "orbital_gap_ev": 8.70,
  "molar_mass_g_mol": 738.85,
  "de_lowest_kj_mol": 20.01,
  "multiplicity": 1,
  "e_homo_ev": -11.67,
  "total_charge": 1,
  "lumo_energy_ev": -2.9713
}



[4]
{
  "formula": "H18O9Xe",
  "method": "the ωB97M-V functional and the def2-TZVPD basis",
  "species": ["Xe", "O", "H", "H", "O", "H", "H", "O", "H", "H", "O", "H", "H", "O", "H", "H", "O", "H", "H", "O", "H", "H", "O", "H", "H", "O", "H", "H"],
  "xyz": [[0.1264, 0.9026, 0.0253], [2.0107, -2.1538, 1.8575], [2.4377, -1.6522, 1.1630], [1.1293, -2.3224, 1.5245], [-3.7058, 2.2529, 0.7574], [-3.3042, 1.6268, 1.3599], [-4.3813, 2.6876, 1.2781], [3.5390, -0.9961, -0.2540], [3.3714, -0.2258, -0.7969], [4.4342, -0.8761, 0.0630], [-2.5502, 0.2340, -2.4389], [-2.4809, -0.2101, -1.5938], [-2.7601, -0.4634, -3.0601], [-0.4427, 0.8675, -4.0250], [0.0658, 1.5833, -3.6438], [-1.2855, 0.9045, -3.5729], [2.6993, 0.3642, 3.0980], [2.4458, -0.3714, 2.5404], [3.4330, 0.0318, 3.6150], [-2.5605, -1.8698, 0.0327], [-2.9877, -2.7053, -0.1561], [-1.6585, -2.1052, 0.2499], [3.1830, 1.4049, -2.0219], [2.5470, 2.0692, -2.2874], [3.8824, 1.8995, -1.5946], [-2.5803, 0.0194, 2.4813], [-1.8815, 0.0046, 3.1353], [-2.7257, -0.9015, 2.2645]],
  "forces_ev_per_angstrom": [[-0.009, -0.012, 0.028], [-0.218, -0.173, 0.615], [0.486, 0.104, -0.957], [-0.163, -0.056, -0.019], [-0.026, 0.236, -0.329], [0.230, -0.446, 0.287], [-0.157, 0.113, 0.072], [-0.035, -0.370, 0.329], [-0.363, 0.464, -0.456], [0.256, -0.074, 0.126], [-0.300, 0.241, -0.213], [0.002, -0.148, 0.479], [-0.132, -0.249, -0.155], [0.618, 0.026, -0.598], [0.073, 0.125, 0.002], [-0.349, -0.059, 0.531], [0.103, 0.662, 0.093], [-0.285, -0.462, 0.021], [0.119, -0.077, 0.154], [-0.105, 0.268, 0.093], [-0.212, -0.244, -0.114], [0.344, 0.005, -0.025], [0.161, -0.332, 0.068], [-0.258, 0.081, -0.053], [0.240, 0.238, 0.078], [-0.039, 0.217, 0.063], [0.213, 0.154, 0.222], [-0.194, -0.234, -0.342]],
  "mulliken_charge": [0.00, -0.67, 0.33, 0.33, -0.61, 0.33, 0.30, -0.64, 0.34, 0.31, -0.65, 0.30, 0.32, -0.62, 0.27, 0.38, -0.65, 0.38, 0.30, -0.61, 0.30, 0.30, -0.64, 0.28, 0.33, -0.62, 0.31, 0.30],
  "orbital_gap_ev": 10.60,
  "molar_mass_g_mol": 293.43,
  "de_lowest_kj_mol": 64.54,
  "multiplicity": 1,
  "e_homo_ev": -10.68,
  "total_charge": 0,
  "lumo_energy_ev": -0.0818
}